No. 1
DFT (ωB97M-V/def2-TZVPD) results for C28H19BrN5O2Ru as an isolated structure.

Last column: Mulliken charge in e.
Atoms and positions in Å:
Ru: 0.230 0.030 -0.374  -0.042
O: -0.051 -1.565 7.065  -0.294
C: -0.065 -0.428 6.892  0.820
O: -0.073 0.697 6.567  -0.429
C: -0.044 0.080 4.053  -0.148
C: -0.011 1.344 3.663  -1.055
C: 0.090 1.254 2.242  0.582
N: 0.143 0.055 1.644  0.364
C: 0.102 -1.128 2.271  0.427
C: -0.006 -1.191 3.696  -0.986
C: 0.154 -2.319 1.390  0.812
C: 0.134 -3.614 1.866  -0.823
C: 0.176 -4.669 0.958  -0.692
C: 0.237 -4.382 -0.390  -0.937
C: 0.253 -3.052 -0.800  -0.192
N: 0.215 -2.036 0.058  0.589
C: 0.147 2.422 1.332  0.852
C: 0.115 3.727 1.776  -0.784
C: 0.162 4.760 0.844  -0.705
C: 0.237 4.441 -0.497  -0.943
C: 0.260 3.102 -0.874  -0.167
N: 0.220 2.106 0.007  0.607
H: -0.044 2.250 4.252  0.670
H: -0.070 -2.091 4.297  0.644
H: 0.083 -3.823 2.926  0.407
H: 0.159 -5.692 1.309  0.485
H: 0.268 -5.169 -1.131  0.471
H: 0.288 -2.791 -1.849  0.480
H: 0.052 3.961 2.830  0.401
H: 0.136 5.791 1.169  0.483
H: 0.272 5.210 -1.256  0.473
H: 0.304 2.815 -1.917  0.476
Br: -5.024 -0.024 -5.221  -0.081
C: -3.355 -0.016 -4.381  -0.054
C: -3.284 0.004 -2.991  -1.117
C: -2.041 0.010 -2.389  0.523
C: -0.875 -0.004 -3.150  -0.010
C: -0.954 -0.024 -4.540  -0.742
C: -2.193 -0.030 -5.151  -0.783
N: 0.335 0.004 -2.413  0.993
C: 1.518 -0.005 -2.907  -0.175
C: 2.612 0.006 -1.944  0.223
C: 3.947 -0.001 -2.311  -0.999
C: 4.921 0.012 -1.324  -0.457
C: 4.525 0.031 0.004  -0.878
C: 3.174 0.037 0.305  -0.079
N: 2.229 0.025 -0.639  0.523
H: -4.190 0.015 -2.403  0.479
H: -1.998 0.026 -1.293  0.586
H: -0.068 -0.035 -5.161  0.406
H: -2.266 -0.045 -6.230  0.457
H: 1.723 -0.020 -3.972  0.461
H: 4.214 -0.016 -3.359  0.534
H: 5.970 0.007 -1.587  0.472
H: 5.250 0.042 0.806  0.462
H: 2.833 0.052 1.331  0.413

Properties
Gap between HOMO and LUMO, Eh: 0.1383
Charge: +3
Highest occupied orbital energy, eV: -15.8
Spin multiplicity: 1



No. 2
DFT (ωB97M-V/def2-TZVPD) results for a 2-piece molecular cluster, C28H19F3N2 overall in a non-equilibrium geometry.

Last column: Mulliken charge in e.
Atoms and positions in Å:
C: -4.393 0.534 2.340  -0.363
C: -3.873 -0.739 2.240  -0.942
C: -2.513 -0.936 2.214  -0.198
C: -1.605 0.131 2.341  0.844
C: -0.144 0.069 2.375  -0.226
N: 0.438 1.297 2.472  -0.389
C: 1.573 1.770 1.997  -0.495
C: 2.049 2.977 2.366  0.109
N: 2.440 4.025 2.740  -0.528
C: 0.681 -1.137 2.388  1.053
C: 0.177 -2.450 2.379  -0.170
C: 0.996 -3.551 2.328  -0.969
C: 2.364 -3.403 2.331  -0.288
C: 2.900 -2.137 2.420  -0.959
C: 2.081 -1.034 2.464  -0.215
C: -2.175 1.413 2.417  -0.347
C: -3.535 1.612 2.412  -0.765
H: -5.462 0.678 2.344  0.390
H: -4.533 -1.590 2.177  0.407
H: -2.191 -1.935 2.023  0.328
H: 2.110 1.209 1.250  0.721
H: -0.864 -2.636 2.513  0.323
H: 0.553 -4.533 2.311  0.408
H: 2.998 -4.270 2.281  0.396
H: 3.968 -2.015 2.468  0.413
H: 2.536 -0.075 2.622  0.516
H: -1.515 2.261 2.474  0.438
H: -3.938 2.610 2.464  0.411
F: 0.837 0.482 11.685  -0.305
C: 0.571 0.812 10.399  -0.022
C: -0.737 0.945 9.973  -0.318
C: -1.017 1.271 8.658  0.070
F: -2.299 1.397 8.247  -0.301
C: 0.016 1.464 7.774  -0.888
C: 1.364 1.342 8.165  1.179
C: 2.347 1.576 7.170  -1.085
C: 3.765 1.586 7.183  1.103
C: 4.422 1.936 5.983  -0.853
C: 5.789 1.978 5.900  -0.718
C: 6.561 1.677 7.002  -0.309
C: 5.958 1.328 8.199  -0.061
F: 6.717 1.027 9.282  -0.313
C: 4.586 1.283 8.288  -0.477
C: 1.604 1.009 9.513  -0.573
H: -1.541 0.795 10.668  0.476
H: -0.225 1.723 6.760  0.555
H: 1.929 1.809 6.204  0.352
H: 3.826 2.190 5.124  0.555
H: 6.261 2.254 4.973  0.429
H: 7.634 1.709 6.957  0.442
H: 4.184 0.998 9.237  0.579
H: 2.590 0.896 9.905  0.578

Properties
Gap between HOMO and LUMO, Eh: 0.0825
Highest occupied orbital energy, eV: -5.6
Spin multiplicity: 1



No. 3
DFT (ωB97M-V/def2-TZVPD) results for C28H19N5O10OsS2 as an isolated structure in a non-equilibrium geometry.

Last column: Mulliken charge in e.
Atoms and positions in Å:
Os: 0.067 0.249 -1.025  1.063
C: -1.856 -4.149 5.398  -1.529
C: -1.213 -3.137 4.500  1.076
C: -1.530 -3.067 3.147  -1.145
C: -0.934 -2.130 2.319  -0.177
C: -0.029 -1.238 2.862  0.435
C: 0.322 -1.302 4.199  -0.608
C: -0.268 -2.251 5.013  -0.785
S: 0.750 0.014 1.856  1.328
O: -0.181 1.046 1.460  -0.574
O: 1.956 0.445 2.505  -0.717
N: 1.078 -0.749 0.418  -0.406
C: 1.955 -1.760 0.301  0.658
C: 2.765 -2.248 1.322  -0.697
C: 3.639 -3.306 1.081  -1.004
C: 3.710 -3.914 -0.149  -0.917
C: 2.912 -3.451 -1.214  0.781
C: 2.934 -3.999 -2.513  -0.614
C: 2.151 -3.446 -3.491  -0.956
C: 1.324 -2.358 -3.172  -0.067
N: 1.265 -1.845 -1.969  0.006
C: 2.034 -2.361 -0.995  0.448
H: -2.746 -4.575 4.942  0.359
H: -2.137 -3.699 6.348  0.385
H: -1.158 -4.959 5.612  0.306
H: -2.255 -3.754 2.736  0.357
H: -1.188 -2.078 1.272  0.392
H: 1.048 -0.600 4.576  0.539
H: 0.008 -2.304 6.055  0.392
H: 2.730 -1.778 2.290  0.468
H: 4.279 -3.639 1.884  0.415
H: 4.374 -4.747 -0.320  0.407
H: 3.572 -4.846 -2.715  0.449
H: 2.153 -3.830 -4.498  0.405
H: 0.707 -1.891 -3.928  0.407
O: -3.177 -0.394 1.177  -0.694
C: -2.516 0.161 0.323  0.067
O: -1.656 -0.480 -0.407  -0.540
C: -2.754 1.627 0.030  0.430
C: -3.861 2.194 0.620  -0.271
C: -4.200 3.529 0.393  -0.639
C: -3.383 4.336 -0.382  -0.196
C: -2.247 3.800 -0.961  -0.491
C: -1.917 2.409 -0.827  0.962
O: -0.930 1.950 -1.489  -0.295
N: -1.398 4.669 -1.717  0.924
O: -0.342 4.247 -2.155  -0.517
O: -1.770 5.815 -1.876  -0.676
N: -5.382 4.079 0.991  1.077
O: -6.047 3.355 1.702  -0.633
O: -5.647 5.238 0.745  -0.643
H: -4.476 1.589 1.272  0.693
H: -3.625 5.380 -0.539  0.639
O: 1.805 1.115 -1.615  -0.711
N: 1.848 1.984 -2.611  0.412
C: 2.797 2.935 -2.545  -0.140
C: 2.941 3.877 -3.524  -0.785
C: 2.049 3.873 -4.601  -0.197
C: 1.098 2.888 -4.670  -0.900
C: 1.002 1.903 -3.676  0.791
S: -0.087 0.605 -3.821  -0.250
H: 3.414 2.889 -1.660  0.435
H: 3.723 4.615 -3.444  0.414
H: 2.107 4.636 -5.360  0.419
H: 0.389 2.837 -5.479  0.436

Properties
Gap between HOMO and LUMO (alpha / beta), Eh: 0.2162 / 0.2161
Highest occupied orbital energy (alpha / beta), eV: -8.2 / -8.2
Spin multiplicity: 1



No. 4
DFT (ωB97M-V/def2-TZVPD) results for C28H20AsAuCl3INOS as an isolated structure.

Last column: Mulliken charge in e.
Atoms and positions in Å:
Au: 0.579 -0.699 0.182  0.790
S: 0.206 0.077 2.509  -0.382
C: 1.874 0.126 3.104  0.494
C: 2.111 -0.065 4.464  -0.584
C: 3.407 -0.063 4.958  -0.556
C: 4.489 0.118 4.106  -0.771
C: 4.262 0.332 2.758  -0.195
C: 2.964 0.358 2.262  -0.212
As: 2.573 0.643 0.406  1.028
C: 2.412 2.534 0.152  0.123
C: 2.394 3.412 1.223  -0.265
C: 2.276 4.775 0.983  -0.733
C: 2.171 5.248 -0.316  -0.527
C: 2.176 4.362 -1.387  -0.672
C: 2.292 3.001 -1.155  -0.196
C: 4.203 0.193 -0.509  0.290
C: 4.429 -1.132 -0.867  -0.496
C: 5.642 -1.495 -1.430  -0.690
C: 6.624 -0.534 -1.636  -0.460
C: 6.393 0.790 -1.284  -0.726
C: 5.180 1.159 -0.720  -0.185
H: 1.267 -0.227 5.125  0.441
H: 3.573 -0.222 6.017  0.379
H: 5.500 0.089 4.490  0.411
H: 5.099 0.482 2.088  0.436
H: 2.470 3.039 2.237  0.419
H: 2.267 5.467 1.817  0.407
H: 2.080 6.312 -0.497  0.402
H: 2.084 4.729 -2.402  0.420
H: 2.288 2.304 -1.985  0.464
H: 3.657 -1.874 -0.706  0.355
H: 5.824 -2.525 -1.708  0.401
H: 7.571 -0.818 -2.077  0.395
H: 7.162 1.535 -1.445  0.422
H: 4.997 2.188 -0.446  0.416
Cl: -3.802 -4.470 -3.832  -0.178
C: -2.578 -3.403 -3.317  0.612
C: -1.842 -2.725 -4.273  -0.545
C: -0.823 -1.873 -3.896  -0.565
I: 0.247 -0.807 -5.304  0.185
C: -0.457 -1.694 -2.506  0.594
O: 0.504 -0.993 -2.162  -0.468
C: -1.294 -2.393 -1.506  0.566
N: -1.018 -2.186 -0.202  -0.492
C: -1.743 -2.780 0.730  -0.215
C: -2.808 -3.623 0.413  -0.860
C: -3.109 -3.844 -0.905  -0.533
C: -2.340 -3.227 -1.907  0.265
H: -2.065 -2.868 -5.321  0.441
H: -1.472 -2.566 1.759  0.474
H: -3.379 -4.086 1.205  0.429
H: -3.935 -4.481 -1.186  0.435
Cl: -1.156 1.661 -0.737  -0.012
C: -2.385 2.794 -0.110  -0.455
Cl: -1.752 4.418 0.091  -0.125
H: -2.705 2.426 0.855  0.261
H: -3.195 2.822 -0.825  0.345

Properties
Gap between HOMO and LUMO (alpha / beta), Eh: 0.2313 / 0.1754
Charge: +1
Highest occupied orbital energy (alpha / beta), eV: -10.0 / -10.3
Spin multiplicity: 3



Calculated electronic energy (eV), listed in the same order as above: -113487.7413; -40471.6016; -81399.4808; -153926.1684